Entry 1:
{"formula": "C2H6NP", "method": "the ωB97M-V functional and the def2-TZVPD basis", "elements": ["H", "P", "N", "C", "C", "H", "H", "H", "H", "H"], "xyz": [[-3.048714, 0.383854, -0.484253], [-2.023814, -0.336314, -0.076231], [-1.080025, 0.895686, -0.118160], [0.381968, 0.672452, 0.120530], [1.042602, -0.781707, -0.103607], [0.759651, 1.454972, -0.432001], [0.621336, 0.928142, 1.179490], [0.469121, -1.460690, 0.640501], [0.881889, -1.127795, -1.113209], [1.995988, -0.628598, 0.386943]], "atomic_forces_ev_per_a": [[-2.66, 1.10, -0.64], [1.22, -1.83, 0.45], [2.01, -0.15, 0.40], [-1.23, -1.92, 1.64], [-2.92, 1.51, 2.67], [1.69, 1.29, -1.48], [-0.42, -0.03, -0.55], [0.86, 0.77, -1.39], [0.73, -0.19, -0.19], [0.70, -0.56, -0.92]], "homo_ev": -9.00, "orbital_gap_ev": 8.965, "total_energy_ev": -12947.9925, "e_above_lowest_kj_mol": 71.33, "smiles": "[H]/P=N/CC"}


Entry 2:
{"formula": "C21H32F5O16P3S", "method": "the ωB97M-V functional and the def2-TZVPD basis", "elements": ["O", "C", "C", "C", "C", "O", "C", "C", "C", "S", "O", "O", "C", "F", "F", "C", "F", "F", "F", "C", "C", "C", "H", "H", "H", "H", "H", "C", "O", "P", "O", "O", "C", "O", "C", "H", "H", "H", "H", "H", "H", "H", "H", "H", "C", "O", "P", "O", "O", "C", "O", "C", "H", "H", "H", "H", "H", "H", "H", "H", "H", "C", "O", "P", "O", "O", "C", "O", "C", "H", "H", "H", "H", "H", "H", "H", "H", "H"], "xyz": [[3.286583, -5.036602, -1.318356], [2.755007, -3.926385, -1.577413], [3.607761, -2.672856, -2.044046], [3.103718, -1.382175, -1.701835], [1.764559, -1.173342, -0.845573], [1.615024, -0.183614, -0.095775], [0.672437, -2.339763, -0.987504], [-0.832682, -2.119812, -0.728521], [-1.768155, -3.339027, -0.870199], [-3.574149, -3.069218, -0.498161], [-3.648009, -2.620017, 0.953457], [-4.336998, -4.358218, -0.666121], [-4.163068, -1.680525, -1.599590], [-3.579171, -0.483489, -1.123051], [-5.564866, -1.526238, -1.518897], [-3.716999, -1.979272, -3.113976], [-3.849375, -3.339891, -3.440846], [-2.400092, -1.538379, -3.412560], [-4.570724, -1.193875, -3.947688], [-1.320338, -4.767035, -1.296375], [0.188739, -4.986276, -1.555186], [1.159276, -3.783299, -1.376555], [4.570817, -2.830393, -2.624877], [3.705435, -0.479346, -2.038503], [-1.170623, -1.059324, -0.444607], [-2.053732, -5.636117, -1.415075], [0.645752, -5.995302, -1.854805], [4.731865, 3.265235, -3.922855], [3.930412, 3.295404, -5.095969], [3.383705, 1.887767, -5.623951], [2.819346, 1.002831, -4.582042], [4.630411, 1.262940, -6.418027], [5.363919, 2.099089, -7.303131], [2.365010, 2.313327, -6.781580], [1.689544, 1.260433, -7.456276], [5.276741, 4.206787, -3.851070], [4.094229, 3.154864, -3.044103], [5.452041, 2.443876, -3.963652], [6.179069, 2.576555, -6.755636], [4.729693, 2.864409, -7.755137], [5.785985, 1.479604, -8.095357], [2.366064, 0.786217, -8.170606], [0.842325, 1.681942, -7.996249], [1.318570, 0.515588, -6.748942], [1.015841, 2.782135, 0.394778], [0.120965, 3.249745, 1.397181], [0.431599, 4.692201, 2.014124], [0.761584, 5.740349, 1.025062], [1.587479, 4.410455, 3.091588], [1.450073, 3.296516, 3.963508], [-0.864821, 4.982025, 2.907600], [-0.899952, 6.224235, 3.595886], [0.884438, 1.705336, 0.286824], [0.788027, 3.266691, -0.556528], [2.053339, 2.983495, 0.673930], [1.910047, 2.419577, 3.503428], [0.402438, 3.084677, 4.187063], [1.970157, 3.519786, 4.895936], [-0.254499, 6.176897, 4.475708], [-1.923781, 6.414037, 3.916925], [-0.579198, 7.041673, 2.946508], [-2.412798, -1.456588, 3.571530], [-2.384893, -1.218820, 4.973963], [-2.682271, -2.475982, 5.916986], [-1.974785, -3.719856, 5.546700], [-4.282781, -2.596093, 5.907866], [-5.056206, -1.414388, 6.061538], [-2.347325, -1.910233, 7.376982], [-2.505280, -2.813374, 8.461994], [-2.502544, -0.498691, 3.058175], [-1.484821, -1.940770, 3.262482], [-3.265144, -2.082450, 3.299241], [-5.259662, -0.986250, 5.077870], [-4.546575, -0.675464, 6.683508], [-6.003020, -1.678689, 6.534283], [-3.565447, -2.919683, 8.702179], [-1.984049, -2.408466, 9.329032], [-2.081193, -3.791115, 8.223369]], "atomic_forces_ev_per_a": [[-1.67, 3.70, -1.12], [0.65, -2.33, 0.58], [-2.61, 2.06, 1.25], [0.77, -2.53, -0.61], [0.12, 0.63, 0.66], [0.35, -3.42, -2.62], [-1.95, -2.74, -0.28], [1.92, -2.86, -0.74], [2.66, -0.06, -1.17], [-0.75, -3.90, 6.03], [0.42, 0.05, -4.50], [1.97, 3.58, -1.09], [-0.87, 1.83, -0.11], [-1.12, -2.54, -1.25], [3.35, -0.68, -0.21], [-0.12, 1.15, -2.53], [0.38, 3.47, 0.81], [-3.24, -1.41, 1.06], [2.01, -2.21, 1.86], [2.76, 2.70, 0.23], [-0.73, 3.45, 1.21], [-2.10, 1.37, 0.22], [-1.44, 0.14, 1.01], [-1.12, -1.07, 0.74], [0.32, -2.00, -0.43], [1.06, 1.67, 0.27], [-0.96, 1.74, 0.57], [0.25, -0.03, 0.58], [-0.71, -0.34, -0.96], [-0.29, -0.17, 0.40], [0.71, 0.39, -0.87], [-0.62, -0.31, 0.61], [0.34, 0.29, -0.31], [0.65, 0.60, 0.85], [-0.28, -0.51, -0.29], [-0.14, -0.05, -0.17], [0.08, -0.06, -0.05], [-0.03, 0.02, 0.05], [-0.06, 0.04, -0.07], [0.03, -0.03, 0.05], [-0.09, -0.06, 0.14], [-0.04, -0.03, 0.03], [0.14, 0.14, 0.10], [0.06, 0.06, -0.01], [0.27, -0.25, -0.59], [-0.62, 0.77, 0.94], [0.09, 0.33, -0.62], [0.01, -0.78, 1.03], [-0.16, 0.62, -0.59], [0.02, -0.43, 0.30], [0.26, -0.85, -0.71], [0.04, 0.54, 0.28], [-0.10, 0.38, 0.22], [0.11, 0.06, 0.08], [-0.03, 0.00, -0.06], [-0.09, 0.00, 0.05], [0.05, 0.00, -0.03], [-0.01, 0.10, -0.14], [0.00, 0.06, -0.03], [0.05, -0.19, -0.09], [0.02, -0.08, 0.02], [0.00, -0.23, -0.65], [0.00, -0.07, 1.36], [0.43, -0.50, -0.41], [-0.89, 0.88, 0.37], [0.66, -0.53, 0.00], [-0.31, 0.39, -0.02], [0.12, 0.48, -1.01], [-0.09, -0.42, 0.42], [-0.01, -0.01, 0.22], [-0.12, -0.06, 0.00], [0.13, 0.03, -0.04], [0.03, 0.04, 0.08], [-0.01, -0.03, -0.04], [0.12, -0.11, -0.05], [0.04, -0.06, 0.00], [-0.02, 0.12, -0.17], [-0.05, 0.07, -0.04]], "homo_ev": -10.25, "orbital_gap_ev": 8.296, "total_energy_ev": -107344.3172, "smiles": "O=C1C=CC(=O)c2cc(S(=O)(=O)C(F)(F)C(F)(F)F)ccc21.COP(=O)(OC)OC.COP(=O)(OC)OC.COP(=O)(OC)OC"}


Entry 3:
{"formula": "C11H15N2", "method": "the ωB97M-V functional and the def2-TZVPD basis", "elements": ["C", "C", "C", "C", "C", "C", "C", "C", "C", "C", "C", "N", "N", "H", "H", "H", "H", "H", "H", "H", "H", "H", "H", "H", "H", "H", "H", "H"], "xyz": [[1.723689, 2.402943, -0.350395], [2.769066, 1.495998, -0.155560], [0.368949, 2.067399, -0.202349], [2.370522, 0.170848, 0.171310], [-0.007287, 0.711363, -0.008939], [1.018336, -0.136608, 0.227014], [-2.551561, 1.578301, 0.047258], [-2.388727, 0.729104, 1.242150], [-1.553423, 0.368246, 0.003612], [1.784017, -2.528184, 0.003238], [-1.988064, -0.826359, -0.707048], [0.678380, -1.622043, 0.307802], [-1.303715, -1.786571, -1.125992], [1.850589, 3.438755, -0.709344], [3.808376, 1.826560, -0.383044], [-0.392360, 2.874284, -0.326362], [3.016765, -0.525810, 0.600690], [-3.498910, 1.492974, -0.555914], [-2.162174, 2.560866, 0.089682], [-1.803692, 1.229599, 2.033746], [2.476665, -2.168647, -0.769418], [2.299311, -2.664952, 1.000984], [1.273847, -3.472918, -0.279049], [-3.023563, -0.853642, -1.002710], [0.432524, -1.818179, 1.273579], [-0.144885, -2.034003, -0.500781], [-3.121405, 0.078749, 1.601118], [-1.931278, -2.588086, -1.525274]], "atomic_forces_ev_per_a": [[-0.84, 0.80, -0.41], [-0.63, -0.53, -0.40], [0.06, -0.42, -0.23], [-0.53, 2.76, 0.16], [-2.51, 2.55, 0.14], [0.34, -3.02, -0.78], [-1.48, -1.92, -0.94], [1.75, 1.59, 0.37], [1.89, 1.04, 0.12], [0.72, -1.27, 1.66], [-1.47, 1.49, -0.33], [0.93, 1.15, 0.22], [-0.72, -4.24, -1.37], [0.56, -0.63, 0.46], [-0.88, -0.60, 0.64], [0.93, -0.95, -0.03], [1.38, -1.01, -0.09], [1.22, -0.03, 0.64], [0.33, 0.56, -0.05], [-0.29, -0.60, -0.37], [-0.51, -0.14, 0.27], [0.12, -0.32, -1.52], [0.87, 0.29, 0.05], [-0.68, 0.24, 0.39], [-0.51, -0.05, -0.07], [-0.53, 2.15, 0.65], [-1.13, -0.93, 0.26], [1.60, 2.05, 0.56]], "homo_ev": -12.85, "total_charge": 1, "orbital_gap_ev": 10.061, "total_energy_ev": -14621.9326, "e_above_lowest_kj_mol": 174.36}